1.
Below is a molecular structure, C13H19NO4P2Rb, with properties calculated with ωB97M-V/def2-TZVPD.

Calculated values
Max |F| in hartree/bohr: 0.0136
Total charge: -1
Multiplicity: 1
Energy above the lowest of the compared OMol25 structures with the same formula, charge and spin in kJ/mol: 35.5

```
40
Properties=species:S:1:pos:R:3:lowdin_charge:R:1
Rb -0.006 -0.113 -1.493 1.00
O -3.512 3.061 -1.178 -0.02
C -2.477 2.396 -1.274 -0.68
O -2.333 1.139 -1.331 -0.23
C -1.155 3.215 -1.327 -0.20
C -1.170 4.603 -1.330 -0.02
C 0.043 5.272 -1.370 -0.07
C 1.235 4.562 -1.402 -0.02
C 1.173 3.175 -1.404 -0.19
N -0.003 2.536 -1.366 0.03
C 2.473 2.329 -1.458 -0.68
O 3.519 2.964 -1.291 -0.03
O 2.309 1.090 -1.670 -0.23
H -2.126 5.107 -1.296 0.11
H 0.063 6.358 -1.374 0.09
H 2.208 5.031 -1.424 0.11
C -0.166 -1.194 3.544 -0.32
P -0.046 -0.562 1.835 0.83
C -1.214 0.854 1.934 -0.28
C -1.143 -1.802 0.992 -0.48
C -0.406 -3.138 0.708 -0.45
P 0.212 -3.414 -1.022 0.81
C 0.627 -5.187 -0.911 -0.33
C 1.938 -2.732 -0.974 -0.32
H -1.210 -1.276 3.860 0.04
H 0.358 -0.517 4.221 0.03
H 0.311 -2.172 3.624 0.03
H -2.202 0.549 2.289 0.05
H -1.330 1.313 0.949 0.01
H -0.802 1.609 2.605 0.04
H -1.539 -1.347 0.082 0.00
H -2.019 -1.979 1.620 0.08
H -1.090 -3.974 0.883 0.07
H 0.429 -3.288 1.402 0.06
H 1.253 -5.404 -0.040 0.04
H 1.163 -5.491 -1.809 0.03
H -0.289 -5.776 -0.846 0.03
H 2.486 -3.074 -0.092 0.04
H 1.980 -1.641 -0.997 -0.03
H 2.459 -3.082 -1.867 0.04
```

2.
Below is C14H26N4O5 in the gas phase at a distorted geometry, with properties calculated with ωB97M-V/def2-TZVPD.

Calculated values
Max |F| in hartree/bohr: 0.0693
Structure (SMILES): CNC(=O)[C@@H](CCC(=O)O)NC(=O)[C@@H](CCCCN)NC(C)=O
Multiplicity: 1
Energy above the lowest of the compared OMol25 structures with the same formula, charge and spin in kJ/mol: 239.0

```
49
Properties=species:S:1:pos:R:3:lowdin_charge:R:1
O 1.662 1.146 1.412 0.04
O -3.444 3.123 2.496 0.06
O -2.496 0.088 2.654 0.04
O -0.716 -0.098 -1.855 0.04
O -1.792 4.510 2.841 0.13
C 1.991 -0.012 1.640 -0.53
C -2.370 3.623 2.087 -0.48
C -3.037 0.329 1.546 -0.44
C -0.267 -0.216 -0.689 -0.41
N -4.307 -0.030 1.219 0.02
N 6.685 -0.211 -3.063 0.01
N -0.857 0.244 0.436 0.14
N 1.667 -1.106 0.890 0.10
C 2.882 -0.282 2.850 0.00
C -5.301 -0.538 2.182 -0.04
C -1.509 3.160 0.891 -0.08
C 5.893 -0.883 -2.063 -0.30
C 4.575 -0.160 -1.799 -0.19
C 3.542 -1.258 -1.394 -0.16
C -2.210 2.177 0.030 -0.16
C 2.187 -0.419 -1.306 -0.14
C -2.199 0.725 0.382 -0.26
C 1.042 -0.926 -0.455 -0.22
H -2.360 4.569 3.621 0.13
H -4.583 0.038 0.206 0.16
H 7.593 0.030 -2.755 0.06
H 6.608 -0.714 -3.877 0.03
H -0.307 0.602 1.185 0.10
H 1.964 -2.104 0.940 0.17
H 3.770 -0.886 2.563 0.09
H 2.249 -0.857 3.553 0.09
H 3.191 0.593 3.380 0.07
H -6.188 -1.024 1.811 0.08
H -5.508 0.339 2.732 0.07
H -4.801 -1.181 2.853 0.07
H -0.615 2.764 1.266 0.10
H -1.255 4.022 0.183 0.16
H 5.876 -1.924 -2.236 0.10
H 6.457 -0.780 -1.149 0.11
H 4.275 0.340 -2.672 0.09
H 4.742 0.632 -1.080 0.11
H 3.876 -1.791 -0.527 0.09
H 3.458 -1.989 -2.174 0.10
H -1.629 2.295 -0.876 0.12
H -3.240 2.519 -0.171 0.14
H 2.474 0.574 -0.924 0.12
H 1.878 -0.430 -2.322 0.10
H -2.631 0.219 -0.513 0.16
H 0.686 -2.009 -0.753 0.19
```

3.
Below is 5 unconnected molecules or ions with the total composition C15H32ClN2O7 at a distorted geometry, with properties calculated with ωB97M-V/def2-TZVPD.

Calculated values
Max |F| in hartree/bohr: 0.1867
E_tot in Eh: -1686.5705
Total charge: +1
Multiplicity: 1

```
57
Properties=species:S:1:pos:R:3:lowdin_charge:R:1
C 5.976 0.179 -0.298 0.00
C 4.455 0.615 0.241 -0.23
O 4.159 0.526 1.564 -0.01
O 3.530 1.098 -0.796 -0.05
C 2.187 0.457 -0.649 -0.19
O 2.144 -0.879 -0.671 0.04
C 0.912 1.476 -0.507 -0.01
C -0.529 0.760 -0.207 -0.08
C -1.787 1.782 0.042 0.06
N -2.985 0.876 0.248 0.08
C -2.457 -0.544 0.152 -0.41
Cl -3.649 -1.986 0.337 0.64
N -0.967 -0.682 -0.108 0.14
H 5.915 -0.210 -1.410 0.08
H 6.732 1.083 -0.261 0.11
H 6.396 -0.698 0.352 0.11
H 0.769 2.144 -1.486 0.17
H 1.126 2.234 0.366 0.14
H -1.699 2.949 0.006 0.16
H -3.970 1.205 0.413 0.16
H -0.351 -1.514 -0.239 0.16
C 1.212 2.647 3.559 -0.09
C -0.132 2.791 4.243 -0.32
O -1.177 2.673 3.289 -0.11
H 1.334 3.412 2.785 0.07
H 2.028 2.740 4.280 0.08
H 1.290 1.675 3.061 0.06
H -0.215 3.772 4.720 0.12
H -0.267 2.022 5.009 0.11
H -1.100 1.796 2.877 0.06
C -1.291 -6.227 -0.202 -0.09
C -0.703 -4.837 -0.079 -0.35
O -0.495 -4.517 1.289 -0.10
H -2.241 -6.292 0.338 0.08
H -1.462 -6.487 -1.250 0.08
H -0.621 -6.972 0.241 0.08
H -1.386 -4.094 -0.503 0.08
H 0.253 -4.767 -0.606 0.11
H 0.119 -5.178 1.654 0.09
C 5.891 1.333 -4.016 -0.08
C 4.804 2.386 -4.090 -0.31
O 3.570 1.841 -3.647 -0.10
H 5.630 0.467 -4.632 0.09
H 6.848 1.736 -4.359 0.08
H 6.008 0.970 -2.990 0.03
H 4.675 2.730 -5.121 0.12
H 5.052 3.250 -3.466 0.11
H 3.693 1.546 -2.728 0.04
C -7.806 -0.412 1.157 -0.09
C -7.620 0.230 -0.202 -0.31
O -6.237 0.319 -0.512 -0.12
H -7.294 0.170 1.931 0.08
H -8.867 -0.484 1.413 0.08
H -7.370 -1.416 1.174 0.07
H -8.037 1.241 -0.208 0.12
H -8.118 -0.353 -0.983 0.12
H -5.878 -0.585 -0.512 0.03
```

4.
Below is a molecular structure, C3H3EuO2 at a distorted geometry, with properties calculated with ωB97M-V/def2-TZVPD.

Calculated values
Max |F| in hartree/bohr: 0.0553
<S²>: 20.015
Total charge: +2
Multiplicity: 9
Energy above the lowest of the compared OMol25 structures with the same formula, charge and spin in kJ/mol: 147.9

```
9
Properties=species:S:1:pos:R:3:lowdin_charge:R:1
O 0.710 -0.773 -0.836 -0.07
O 0.936 -0.038 1.231 0.00
C 1.468 -1.766 -0.290 -0.02
C 1.624 -1.471 1.146 0.03
C 0.482 0.284 0.094 -0.26
H 2.133 -2.310 -0.955 0.15
H 1.050 -2.120 1.821 0.15
H 2.658 -1.321 1.486 0.15
Eu -2.024 1.171 -0.496 1.86
```

5.
Below is a molecular structure, C24H51AlBrN2O16 at a distorted geometry, with properties calculated with ωB97M-V/def2-TZVPD.

Calculated values
Max |F| in hartree/bohr: 0.0333
Total charge: -1
Multiplicity: 1
Energy above the lowest of the compared OMol25 structures with the same formula, charge and spin in kJ/mol: 20.2

```
95
Properties=species:S:1:pos:R:3:lowdin_charge:R:1
C -3.239 -1.606 -0.026 -0.07
C -2.057 -2.167 -0.820 -0.21
N -0.875 -1.300 -0.940 -0.04
C -0.596 -0.396 0.197 -0.28
C -0.343 -1.114 1.512 -0.28
Al 0.623 0.080 2.827 -0.03
Br 0.789 -1.224 4.870 0.16
C -0.378 1.792 3.189 -0.28
C -1.909 1.683 2.980 -0.29
C -2.537 2.878 2.276 -0.31
N -1.989 3.171 0.939 0.00
C -0.677 -0.816 -2.223 -0.48
C -0.349 0.637 -2.477 0.02
O -0.737 -1.568 -3.198 0.00
H -3.177 -1.881 1.023 0.06
H -3.351 -0.530 -0.121 0.07
H -4.153 -2.060 -0.411 0.07
H -2.410 -2.404 -1.821 0.10
H -1.755 -3.121 -0.387 0.10
H 0.328 0.128 -0.051 0.10
H -1.358 0.380 0.310 0.08
H -1.267 -1.477 1.970 0.04
H 0.273 -1.995 1.313 0.06
H 2.095 0.388 2.252 -0.08
H 0.033 2.612 2.594 0.03
H -0.208 2.071 4.231 0.03
H -2.177 0.785 2.414 0.07
H -2.388 1.571 3.956 0.10
H -2.474 3.776 2.893 0.08
H -3.604 2.671 2.147 0.10
H -2.547 2.684 0.250 0.05
H -1.061 2.774 0.855 0.04
H 0.623 0.658 -2.968 0.09
H -0.273 1.272 -1.604 0.06
H -1.071 1.076 -3.159 0.07
C 6.390 0.924 -0.999 -0.04
O 5.126 0.382 -1.377 0.01
C 5.079 -0.129 -2.601 -0.63
O 5.985 -0.161 -3.394 0.11
O 3.853 -0.606 -2.795 0.01
C 3.628 -1.200 -4.071 -0.04
H 6.266 1.293 0.014 0.10
H 7.159 0.153 -1.016 0.10
H 6.670 1.743 -1.660 0.09
H 4.289 -2.049 -4.233 0.10
H 3.763 -0.470 -4.868 0.10
H 2.596 -1.540 -4.065 0.09
C -1.180 9.220 5.460 -0.05
O -2.372 8.526 5.095 0.00
C -2.358 8.044 3.849 -0.63
O -1.460 8.168 3.063 0.13
O -3.509 7.415 3.637 0.01
C -3.627 6.817 2.341 -0.03
H -1.326 9.553 6.484 0.09
H -0.318 8.558 5.409 0.10
H -1.022 10.081 4.813 0.09
H -2.860 6.059 2.193 0.08
H -3.559 7.573 1.562 0.10
H -4.607 6.350 2.307 0.09
C -6.159 3.104 -6.872 -0.05
O -5.248 2.036 -7.131 0.00
C -4.568 1.629 -6.055 -0.63
O -4.677 2.086 -4.949 0.13
O -3.761 0.643 -6.424 0.01
C -2.962 0.104 -5.361 -0.03
H -6.637 3.331 -7.820 0.09
H -6.911 2.800 -6.146 0.10
H -5.630 3.982 -6.508 0.10
H -3.594 -0.317 -4.582 0.10
H -2.311 0.869 -4.946 0.08
H -2.353 -0.684 -5.790 0.10
C 3.827 -2.727 4.999 -0.07
O 4.721 -3.720 4.453 0.00
C 5.440 -3.314 3.419 -0.63
O 5.451 -2.216 2.933 0.13
O 6.183 -4.350 2.997 -0.01
C 7.002 -4.046 1.872 -0.06
H 3.323 -3.199 5.837 0.08
H 4.390 -1.865 5.352 0.10
H 3.084 -2.415 4.273 0.01
H 7.710 -3.253 2.112 0.09
H 6.394 -3.748 1.020 0.10
H 7.543 -4.959 1.634 0.09
C -0.211 -9.057 0.315 -0.05
O -0.777 -7.829 -0.135 0.00
C 0.105 -6.997 -0.698 -0.63
O 1.277 -7.223 -0.845 0.12
O -0.538 -5.897 -1.062 0.01
C 0.289 -4.894 -1.670 -0.02
H -1.029 -9.628 0.745 0.09
H 0.225 -9.609 -0.516 0.09
H 0.548 -8.876 1.075 0.10
H 0.748 -5.277 -2.579 0.10
H 1.056 -4.558 -0.976 0.11
H -0.359 -4.059 -1.918 0.07
```

Which value of multiplicity does entry 3 give? 1